52
Properties=species:S:1:pos:R:3:forces:R:3:lowdin_charge:R:1 method="wB97M-V/def2-TZVPD" e_homo_ev=-7.44 homo_lumo_gap_ev=7.2 smiles="COc1ccc(OC)c(/C=N/Nc2nncn2/N=C/c2cc(OC)ccc2OC)c1" total_energy_ev=-38223.4437 de_lowest_kj_mol=675.8 spin_multiplicity=1 lumo_ha=-0.0103
C 4.671926 6.086249 1.947926 0.11 0.11 0.04 -0.099
O 3.781352 5.066497 1.571979 -0.17 -0.23 -0.07 -0.090
C 4.091618 3.777827 1.909299 0.06 -0.14 0.05 -0.274
C 5.230592 3.387115 2.600837 -0.15 0.32 -0.12 -0.020
C 5.446474 2.047170 2.891505 0.03 -0.34 0.06 -0.017
C 4.540517 1.072226 2.504394 -0.16 0.31 -0.13 -0.232
O 4.686683 -0.257860 2.752625 -0.27 0.05 -0.16 -0.091
C 5.824604 -0.698438 3.448842 0.16 -0.08 0.10 -0.085
C 3.378596 1.461196 1.800795 0.58 0.62 0.24 -0.122
C 2.421757 0.455172 1.391106 -0.52 -0.86 -0.18 -0.078
N 1.379734 0.798447 0.732813 0.53 0.54 0.23 0.061
N 0.472293 -0.106680 0.338006 -0.72 -0.01 -0.42 0.035
C 0.433628 -1.449148 0.518514 -0.36 -0.44 -0.15 -0.320
N 1.253863 -2.255249 1.135828 0.53 1.19 0.14 0.052
N 0.754047 -3.507167 1.027901 -0.40 -1.08 -0.08 0.011
C -0.347783 -3.465279 0.357627 -0.07 -0.13 -0.02 -0.148
N -0.629874 -2.167822 -0.011644 0.90 -0.15 0.56 -0.036
N -1.616351 -1.568098 -0.701600 -0.71 0.46 -0.50 0.108
C -2.583133 -2.241525 -1.196399 0.76 -0.45 0.53 -0.044
C -3.634388 -1.587177 -1.937263 -0.78 0.12 -0.49 -0.124
C -3.617055 -0.202176 -2.121491 -0.11 0.04 -0.07 0.041
C -4.620132 0.433309 -2.832123 -0.06 -0.20 -0.01 -0.272
O -4.689851 1.772230 -3.063928 -0.22 -0.18 -0.11 -0.084
C -3.668625 2.592803 -2.547449 0.13 0.12 0.07 -0.085
C -5.656327 -0.337071 -3.365353 0.22 0.17 0.11 0.015
C -5.687354 -1.705061 -3.191822 -0.05 -0.14 -0.01 -0.008
C -4.683881 -2.354460 -2.478851 0.37 0.36 0.18 -0.228
O -4.639722 -3.697979 -2.262693 0.24 0.18 0.13 -0.096
C -5.668206 -4.502650 -2.788970 -0.17 -0.17 -0.08 -0.078
C 3.177907 2.806033 1.517067 0.21 -0.07 0.13 0.053
H 4.230655 7.012859 1.583600 0.08 -0.03 0.05 0.091
H 4.784015 6.144537 3.035984 0.01 -0.01 -0.04 0.094
H 5.657416 5.952200 1.488927 -0.03 0.00 0.03 0.094
H 5.965799 4.106761 2.924594 0.04 0.09 0.01 0.102
H 6.342950 1.782440 3.429866 0.06 -0.07 0.04 0.102
H 5.874759 -0.268847 4.455084 0.00 0.00 -0.05 0.096
H 5.718171 -1.779449 3.524517 0.06 0.07 0.03 0.096
H 6.746732 -0.463028 2.906682 -0.04 0.01 0.02 0.096
H 2.631386 -0.575183 1.664162 -0.10 0.05 -0.06 0.098
H -0.306540 0.277022 -0.183859 0.29 -0.09 0.18 0.129
H -0.955265 -4.313007 0.123602 -0.19 -0.16 -0.09 0.109
H -2.669732 -3.321869 -1.093450 0.13 0.03 0.07 0.125
H -2.793199 0.338265 -1.687414 0.06 0.13 0.02 0.100
H -3.625890 2.540589 -1.455054 0.01 -0.01 -0.03 0.097
H -2.691746 2.327659 -2.963720 -0.02 0.00 0.02 0.097
H -3.925702 3.606565 -2.849713 0.07 -0.06 0.05 0.094
H -6.435625 0.162236 -3.918449 -0.10 0.05 -0.07 0.122
H -6.505353 -2.261397 -3.620151 -0.06 -0.07 -0.03 0.106
H -6.643173 -4.231805 -2.372327 0.04 0.00 -0.03 0.098
H -5.706363 -4.442297 -3.880948 -0.01 0.01 0.04 0.098
H -5.421811 -5.521471 -2.493806 -0.07 0.06 -0.05 0.096
H 2.291173 3.098635 0.980613 -0.13 0.06 -0.08 0.119



50
Properties=species:S:1:pos:R:3:forces:R:3:lowdin_charge:R:1 method="wB97M-V/def2-TZVPD" e_homo_ev=-0.11 homo_lumo_gap_ev=3.7 total_energy_ev=-52096.3048 spin_multiplicity=1 lumo_ha=0.1312 charge=-2
C -4.217044 0.597162 -0.018107 0.80 -0.44 0.36 -0.123
C -3.234149 1.311646 0.934772 -1.35 -0.43 -0.02 -0.228
C -3.139317 0.477394 2.221993 0.36 0.15 0.42 -0.164
C -1.817971 0.564238 2.960958 -0.76 -0.40 -0.87 -0.150
C -1.803655 1.274820 4.136080 -1.21 0.70 0.37 -0.056
C -0.698108 1.423086 4.917639 0.39 0.29 0.61 -0.077
C 0.447100 0.799310 4.519147 0.95 0.16 1.00 -0.028
C 0.460810 0.095119 3.354044 1.19 -0.87 -0.71 -0.102
C -0.633047 -0.033463 2.530606 -0.23 -0.06 -0.70 -0.013
C -0.471237 -0.829856 1.223739 -0.50 -0.03 0.39 -0.226
O -1.421105 -1.489382 0.830554 0.50 0.48 -0.23 0.088
C 0.881503 -0.766562 0.586324 -0.23 0.25 -0.11 -0.090
C 1.951118 -0.651300 1.460555 -0.52 0.09 1.57 -0.123
C 3.249541 -0.576915 1.038863 0.77 -0.13 0.36 -0.008
C 3.526180 -0.594153 -0.299391 1.24 0.18 0.53 -0.014
C 2.490201 -0.689563 -1.180437 0.08 -0.14 -1.47 -0.046
C 1.176741 -0.787555 -0.788247 -1.67 -0.45 0.16 -0.144
Si -0.103706 -0.904246 -2.181675 0.24 -0.07 -1.01 0.592
C -1.235056 0.603845 -2.095861 0.43 -0.10 0.29 -0.165
C 0.729890 -0.843646 -3.877877 -0.54 0.02 0.55 -0.171
C -1.055582 -2.554289 -2.144040 0.55 0.20 0.02 -0.181
C 1.716379 -0.597806 2.928210 0.50 -0.49 0.12 -0.274
O 2.492781 -1.090579 3.737160 -0.49 0.61 -0.28 0.087
H -3.838712 -0.422983 -0.137325 -0.04 0.05 -0.37 0.064
H -5.191217 0.478253 0.462176 -0.10 0.30 -0.13 0.068
H -4.286259 1.077982 -0.991708 -0.19 0.02 0.02 0.067
H -2.273335 1.497328 0.464891 0.06 -0.02 0.00 0.094
H -3.724428 2.254436 1.194076 0.55 0.28 -0.03 0.101
H -3.900000 0.855402 2.912147 -0.05 -0.15 -0.03 0.103
H -3.365838 -0.573710 2.045713 0.05 0.04 -0.25 0.108
H -2.720667 1.758976 4.459708 -0.06 -0.06 -0.11 0.110
H -0.713071 2.010240 5.824926 -0.11 0.04 0.05 0.104
H 1.353723 0.854201 5.109646 0.01 -0.06 -0.04 0.122
H 4.033723 -0.498030 1.780668 0.01 -0.01 0.01 0.120
H 4.554656 -0.502672 -0.622849 -0.12 0.12 -0.43 0.123
H 2.737636 -0.670115 -2.235537 0.25 0.21 -0.30 0.070
H -1.614404 0.859595 -3.085907 -0.22 -0.15 0.07 0.027
H -2.025198 0.409047 -1.379868 -0.31 0.15 -0.09 -0.024
H -0.652200 1.464348 -1.752509 -0.02 -0.05 0.01 0.043
H -0.048536 -0.513997 -4.578701 0.08 0.08 0.00 0.023
H 1.594497 -0.164645 -3.928011 0.07 -0.17 -0.20 0.014
H 1.016820 -1.846722 -4.200954 0.29 0.07 0.05 0.030
H -2.061769 -2.446250 -2.554356 -0.05 -0.08 0.17 0.020
H -0.488957 -3.226950 -2.794761 -0.11 -0.01 -0.06 0.014
H -1.054125 -2.998065 -1.149925 -0.35 0.08 0.01 0.004
O 4.212668 2.279789 -4.749565 -0.03 -0.08 0.08 -0.491
S 4.684377 1.130937 -3.933719 0.28 0.22 0.03 0.185
O 4.888877 1.555553 -2.514731 -0.06 -0.10 0.08 -0.493
O 5.951491 0.588875 -4.489317 -0.09 -0.01 0.05 -0.493
O 3.637982 0.051871 -3.949219 -0.25 -0.25 0.04 -0.499